(1)
44
Properties=species:S:1:pos:R:3:mulliken_spin:R:1 method="wB97M-V/def2-TZVPD" spin_multiplicity=5 total_charge=+1 homo_lumo_gap_ev="5.999 / 5.568" e_tot_ev=-64055.1293 e_homo_ev="-9.779 / -11.390" de_lowest_kcal_mol=0.0
C 4.015 -3.341 1.008 0.00
C 3.218 -2.178 1.542 0.00
O 1.922 -2.133 0.866 0.00
C 0.877 -1.762 1.642 0.03
C -0.440 -1.770 0.905 0.47
C -1.577 -1.786 1.791 0.06
N -2.746 -2.303 1.474 0.19
C -2.968 -3.039 0.228 0.00
C -3.880 -2.108 2.365 -0.01
O 0.982 -1.408 2.805 0.06
H 5.063 -3.251 1.302 0.00
H 3.646 -4.275 1.447 0.00
H 3.955 -3.418 -0.082 0.00
H 3.023 -2.292 2.608 0.00
H 3.708 -1.216 1.345 0.00
H -0.436 -2.569 0.155 -0.03
H -1.527 -1.212 2.717 0.00
H -2.443 -2.557 -0.610 0.01
H -2.615 -4.078 0.319 0.00
H -4.048 -3.038 0.045 0.00
H -3.664 -1.259 3.024 0.00
H -4.776 -1.915 1.770 0.00
H -4.058 -2.996 2.984 0.01
O 1.814 6.485 -3.573 0.06
C 1.221 5.594 -3.115 0.02
Fe 0.905 4.162 -2.172 1.83
C 2.478 3.438 -2.427 -0.04
O 3.484 2.853 -2.455 0.00
C 1.544 4.684 -0.615 -0.03
O 2.146 5.072 0.303 0.01
C -0.562 0.292 -0.420 0.34
C -1.331 1.338 0.063 -0.10
C -1.391 2.700 -0.311 0.51
C -1.181 3.254 -1.586 -0.02
C -0.443 2.576 -2.616 0.18
C 0.434 1.470 -2.388 0.27
C 0.299 0.391 -1.498 0.04
H -0.515 -0.683 0.207 0.09
H -2.010 1.071 0.883 0.02
H -1.780 3.392 0.447 0.01
H -1.778 4.135 -1.901 0.00
H -0.760 2.767 -3.659 0.01
H 1.262 1.396 -3.103 0.01
H 0.934 -0.487 -1.713 0.02

(2)
41
Properties=species:S:1:pos:R:3:mulliken_charge:R:1 method="wB97M-V/def2-TZVPD" homo_lumo_gap_ev=9.480 e_tot_ev=-25029.0010 e_homo_ev=-8.739 de_lowest_kcal_mol=9.8 smiles="Cc1cccc(OCC(=O)N(C)CCc2ccccn2)c1"
C 4.246 -2.651 1.029 -1.50
C 3.077 -2.154 1.825 0.81
C 3.051 -2.312 3.208 -0.56
C 1.968 -1.866 3.939 -0.73
C 0.890 -1.256 3.316 -0.52
C 0.905 -1.098 1.938 0.53
C 2.002 -1.547 1.203 -0.53
H 1.987 -1.407 0.133 0.41
O -0.088 -0.513 1.203 -0.11
C -1.242 -0.050 1.873 -0.94
C -2.250 0.451 0.833 0.50
O -3.330 -0.094 0.708 -0.68
N -1.888 1.520 0.100 0.14
C -0.636 2.226 0.241 -0.92
H 0.176 1.537 0.462 0.19
H -0.700 2.978 1.034 0.31
H -0.404 2.729 -0.696 0.41
C -2.814 1.976 -0.921 -1.10
H -3.828 1.917 -0.515 0.43
H -2.578 3.011 -1.167 0.52
C -2.736 1.098 -2.182 -0.84
C -1.321 1.007 -2.673 0.46
N -0.894 1.994 -3.452 -0.54
C 0.357 1.974 -3.876 -0.36
C 1.259 0.975 -3.546 -0.46
C 0.819 -0.054 -2.728 -0.49
C -0.491 -0.042 -2.283 -0.06
H -0.867 -0.822 -1.639 0.36
H 1.487 -0.856 -2.446 0.45
H 2.272 1.002 -3.918 0.39
H 0.644 2.803 -4.510 0.39
H -3.112 0.106 -1.935 0.38
H -3.362 1.546 -2.953 0.45
H -0.993 0.760 2.574 0.46
H -1.727 -0.866 2.422 0.55
H 0.057 -0.916 3.910 0.42
H 1.954 -1.989 5.011 0.37
H 3.883 -2.785 3.708 0.39
H 4.225 -2.257 0.017 0.34
H 4.223 -3.740 0.974 0.31
H 5.182 -2.362 1.502 0.37

(3)
42
Properties=species:S:1:pos:R:3:mulliken_charge:R:1 method="wB97M-V/def2-TZVPD" homo_lumo_gap_ev=8.779 e_tot_ev=-27077.5221 e_homo_ev=-8.567 de_lowest_kcal_mol=15.4 smiles="CCCCNC(=O)COC(=O)c1cc(C)nc2ccccc12"
C -2.344 -4.325 -1.042 -0.88
C -2.677 -4.217 -2.526 -0.42
C -3.374 -2.912 -2.911 -0.71
H -3.642 -2.965 -3.968 0.33
C -2.523 -1.657 -2.705 -0.55
N -2.512 -1.216 -1.327 -0.08
C -1.382 -0.985 -0.641 0.76
O -0.266 -1.140 -1.087 -0.71
C -1.608 -0.538 0.813 -0.75
H -2.531 0.045 0.902 0.34
H -1.641 -1.410 1.469 0.31
O -0.503 0.232 1.248 -0.29
C -0.357 1.412 0.624 0.53
O -1.166 1.851 -0.154 -0.58
C 0.867 2.125 1.075 0.78
C 0.747 3.425 1.497 -0.74
C 1.886 4.106 1.984 0.61
N 3.061 3.543 2.046 -0.65
C 3.220 2.280 1.605 -0.17
C 4.512 1.716 1.657 -0.51
C 4.729 0.448 1.194 -0.47
C 3.674 -0.302 0.652 -0.76
C 2.406 0.210 0.594 -0.57
C 2.144 1.504 1.087 0.59
H 1.607 -0.366 0.154 0.58
H 3.870 -1.292 0.270 0.44
H 5.719 0.019 1.231 0.37
H 5.309 2.321 2.059 0.46
C 1.765 5.518 2.463 -1.28
H 2.734 5.873 2.797 0.36
H 1.402 6.156 1.659 0.32
H 1.055 5.577 3.287 0.31
H -0.213 3.919 1.477 0.47
H -3.405 -1.016 -0.906 0.24
H -1.483 -1.844 -2.982 0.29
H -2.910 -0.845 -3.331 0.32
H -4.302 -2.811 -2.341 0.31
H -3.332 -5.046 -2.805 0.32
H -1.757 -4.314 -3.107 0.29
H -1.984 -5.326 -0.814 0.38
H -3.227 -4.134 -0.435 0.29
H -1.568 -3.618 -0.766 0.11

(4)
45
Properties=species:S:1:pos:R:3:mulliken_charge:R:1 method="wB97M-V/def2-TZVPD" homo_lumo_gap_ev=8.980 e_tot_ev=-50793.2912 e_homo_ev=-8.593 de_lowest_kcal_mol=43.8
C 5.248 1.872 -1.263 -0.81
H 6.300 2.149 -1.222 0.25
H 5.158 0.861 -1.672 0.32
H 4.715 2.578 -1.909 0.32
O 4.787 1.936 0.064 -0.45
C 3.490 1.625 0.324 0.67
C 2.549 1.276 -0.638 -0.08
C 1.243 0.985 -0.264 0.37
C 0.872 1.047 1.069 -0.66
C 1.811 1.385 2.029 -0.74
C 3.109 1.670 1.666 -0.71
H 3.854 1.928 2.400 0.45
H 1.527 1.424 3.069 0.39
H -0.149 0.838 1.349 0.50
C 0.220 0.577 -1.300 -1.36
N -0.458 -0.643 -0.915 0.37
C -1.711 -0.620 -0.460 0.46
N -2.409 0.467 -0.346 -0.37
C -3.692 0.263 0.063 0.11
O -4.147 -0.868 0.245 -0.75
C -4.474 1.495 0.250 0.24
C -5.525 1.508 1.336 -0.64
C -5.947 1.458 -0.086 -0.65
H -6.375 2.339 -0.540 0.28
H -6.330 0.524 -0.466 0.23
H -5.622 0.606 1.922 0.23
H -5.654 2.423 1.893 0.27
H -3.914 2.398 0.052 0.47
S -2.347 -2.196 -0.038 -0.10
C -0.628 -2.904 -0.225 -0.38
C 0.097 -2.859 1.096 -0.72
H -0.069 -3.735 1.713 0.52
H -0.110 -1.949 1.654 0.38
S 1.853 -2.775 0.613 1.08
O 2.575 -1.837 1.422 -0.58
O 2.396 -4.098 0.483 -0.69
C 1.574 -2.092 -1.068 -0.37
H 1.988 -2.810 -1.769 0.50
C 0.071 -1.966 -1.215 -0.43
H -0.229 -2.225 -2.245 0.39
H 2.104 -1.149 -1.119 -0.06
H -0.697 -3.920 -0.609 0.54
H 0.684 0.437 -2.281 0.28
H -0.555 1.345 -1.377 0.48
H 2.818 1.233 -1.684 0.43

(5)
40
Properties=species:S:1:pos:R:3:mulliken_charge:R:1 method="wB97M-V/def2-TZVPD" total_charge=+1 homo_lumo_gap_ev=5.969 e_tot_ev=-22415.5832 e_homo_ev=-10.056 de_lowest_kcal_mol=65.6
C -0.606 0.637 2.036 -0.40
C -0.128 -0.379 2.828 0.21
N 0.144 -1.256 3.567 -0.61
N 0.069 1.010 0.893 0.15
C -0.482 1.968 0.061 -0.13
C 0.243 2.485 -0.987 -0.57
C 1.524 2.000 -1.262 -0.25
C 2.025 0.959 -0.484 -0.61
C 1.297 0.459 0.579 -0.05
H -1.624 1.002 2.164 0.41
H -1.499 2.265 0.311 0.36
H -0.204 3.285 -1.575 0.37
H 2.123 2.436 -2.055 0.41
H 3.001 0.517 -0.671 0.37
H 1.642 -0.383 1.177 0.40
C 0.637 0.264 6.348 -0.82
N 0.677 1.722 6.201 0.14
C 0.819 2.496 7.441 -0.82
C 0.463 2.287 5.023 0.23
C 0.494 3.718 4.805 0.27
C 1.521 4.536 5.350 -0.46
C 1.481 5.912 5.202 -0.56
C 0.455 6.529 4.475 0.93
C 0.445 8.019 4.330 -1.39
C -0.537 5.727 3.896 -0.75
C -0.521 4.347 4.036 -0.57
H 0.821 0.022 7.395 0.33
H -0.334 -0.144 6.049 0.34
H 1.395 -0.216 5.722 0.37
H 0.694 1.791 8.271 0.34
H 1.811 2.962 7.506 0.30
H 0.053 3.280 7.507 0.37
H 0.139 1.620 4.212 0.01
H 2.352 4.067 5.882 0.54
H 2.264 6.523 5.650 0.42
H -0.430 8.340 3.759 0.36
H 0.415 8.513 5.309 0.34
H 1.344 8.383 3.816 0.33
H -1.333 6.217 3.331 0.31
H -1.302 3.722 3.594 0.40

(6)
43
Properties=species:S:1:pos:R:3:mulliken_charge:R:1 method="wB97M-V/def2-TZVPD" homo_lumo_gap_ev=7.824 e_tot_ev=-28008.3816 e_homo_ev=-7.717 de_lowest_kcal_mol=62.5 smiles=CC(C)Oc1ncc2c3cc([C@H]4CNCCO4)ccc3nc-2[nH]1
N 2.930 0.702 0.447 -0.45
N -0.569 2.688 1.248 -0.96
O 4.217 2.432 1.318 -0.49
O -2.824 -2.844 -0.836 -0.39
C 2.997 1.885 1.018 0.34
C 0.615 2.190 0.947 0.05
C 1.693 0.198 0.073 -0.19
C 0.559 0.931 0.313 0.45
C -2.866 1.730 0.819 -0.87
C -3.534 0.611 0.295 -0.47
C -1.449 -0.366 -0.443 -0.25
C -1.487 1.808 0.747 -0.32
C -0.838 0.761 0.105 0.69
C -2.846 -0.451 -0.330 0.13
N 1.877 2.646 1.260 0.07
N -4.643 -2.450 -2.983 -0.39
C 5.331 0.750 2.588 -1.31
C 6.618 2.577 1.377 -1.39
C -3.557 -3.957 -1.436 -0.46
C -3.831 -3.688 -2.888 -0.63
C 5.413 1.612 1.351 0.61
C -4.087 -1.256 -2.297 -0.81
C -3.606 -1.633 -0.899 0.12
H 1.560 -0.699 -0.502 0.43
H -3.420 2.591 1.168 0.37
H -4.631 0.583 0.299 0.37
H -0.812 -1.142 -0.910 0.36
H 1.982 3.468 1.848 0.27
H -5.593 -2.605 -2.717 0.31
H 5.376 1.372 3.477 0.33
H 6.162 0.069 2.585 0.40
H 4.388 0.152 2.678 0.32
H 6.458 3.311 2.187 0.34
H 6.735 3.179 0.468 0.35
H 7.557 2.047 1.577 0.39
H -4.516 -4.098 -0.914 0.31
H -2.948 -4.854 -1.339 0.38
H -2.904 -3.591 -3.446 0.28
H -4.421 -4.518 -3.329 0.37
H 5.490 0.969 0.453 0.29
H -4.843 -0.469 -2.246 0.40
H -3.242 -0.884 -2.881 0.32
H -4.489 -1.758 -0.248 0.31